Entry 1:
{
  "formula": "C24H66BaF9O18",
  "method": "ωB97M-V with the def2-TZVPD basis set",
  "elements": ["Ba", "C", "O", "O", "C", "F", "F", "F", "C", "C", "H", "H", "H", "H", "H", "H", "C", "O", "O", "C", "F", "F", "F", "C", "C", "H", "H", "H", "H", "H", "H", "C", "O", "O", "C", "F", "F", "F", "C", "C", "H", "H", "H", "H", "H", "H", "C", "O", "H", "H", "H", "H", "C", "O", "H", "H", "H", "H", "C", "O", "H", "H", "H", "H", "C", "O", "H", "H", "H", "H", "C", "O", "H", "H", "H", "H", "C", "O", "H", "H", "H", "H", "C", "O", "H", "H", "H", "H", "C", "O", "H", "H", "H", "H", "C", "O", "H", "H", "H", "H", "C", "O", "H", "H", "H", "H", "C", "O", "H", "H", "H", "H", "C", "O", "H", "H", "H", "H"],
  "coordinates": [[-1.1161, 3.1789, 0.9516], [-3.9265, 0.9527, -0.8793], [-3.8404, 1.8970, -1.9958], [-3.5260, 1.7588, 0.2391], [-5.3220, 0.2129, -0.7454], [-5.5655, -0.2651, 0.4715], [-6.4091, 0.9683, -1.0315], [-5.4747, -0.8322, -1.5548], [-3.8657, 1.3494, -3.3054], [-3.7706, 2.4366, -4.3811], [-4.3806, 3.2889, -4.0818], [-2.7254, 2.7357, -4.4598], [-4.0968, 2.0937, -5.3630], [-4.8443, 0.8932, -3.4553], [-3.1056, 0.5843, -3.4632], [-3.1845, 0.1874, -1.1071], [2.1977, 4.2645, 1.0950], [1.2289, 4.2026, 2.1319], [1.4338, 4.0520, -0.0634], [3.1355, 5.5135, 1.2776], [4.0934, 5.3110, 2.1794], [3.7181, 5.8727, 0.0609], [2.4181, 6.5514, 1.6853], [1.7369, 3.6985, 3.4303], [0.5224, 3.6110, 4.2782], [-0.1858, 2.8834, 3.8819], [0.8029, 3.3647, 5.3023], [0.0147, 4.5720, 4.3607], [2.3950, 4.4060, 3.9347], [2.2137, 2.7227, 3.5233], [2.8261, 3.3744, 1.1254], [0.2722, 0.0401, 0.8712], [-0.2684, 0.8496, -0.2358], [-0.0403, 0.7964, 2.0497], [-0.1314, -1.4546, 0.8239], [0.8104, -2.1059, 0.1224], [-0.1191, -2.0530, 2.0161], [-1.3478, -1.6804, 0.3056], [0.3011, 0.5216, -1.5316], [-0.1442, 1.5986, -2.4843], [0.3428, 1.3721, -3.4328], [-1.2308, 1.6441, -2.5575], [0.0360, 2.6524, -2.2717], [0.0886, -0.5061, -1.8264], [1.3737, 0.7134, -1.5045], [1.3475, 0.0980, 0.7023], [1.3575, -0.9628, 4.7816], [1.5752, 0.4509, 4.5221], [0.3720, -1.1910, 5.1875], [1.3119, -1.6043, 3.9015], [2.0477, -1.3495, 5.5315], [1.0048, 0.6868, 3.7869], [-0.8328, 0.5017, -6.6577], [-1.4753, -0.7515, -6.8678], [0.1287, 0.4185, -6.1509], [-0.6633, 0.9597, -7.6321], [-1.3669, 1.1597, -5.9723], [-2.4078, -0.5588, -6.9903], [3.9112, -0.7999, -1.5593], [3.7745, -0.0128, -2.7025], [3.9401, -1.8544, -1.8338], [4.6860, -0.3863, -0.9137], [2.9956, -0.7644, -0.9689], [3.6589, 0.9071, -2.4537], [-3.3187, -0.4490, 3.3366], [-2.1009, -0.3021, 4.0431], [-4.1827, -0.4472, 4.0011], [-3.3668, 0.3112, 2.5569], [-3.3112, -1.4106, 2.8234], [-1.3607, 0.0069, 3.5156], [-0.2595, -5.6393, 0.4848], [0.2834, -6.6238, -0.3622], [0.0658, -4.6179, 0.2875], [-1.3486, -5.6046, 0.4583], [0.0390, -5.8185, 1.5177], [0.3050, -7.4618, 0.1056], [1.0001, -4.0925, -2.9542], [1.6276, -5.3352, -2.7055], [1.5074, -3.3236, -2.3717], [1.0600, -3.8453, -4.0141], [-0.0331, -4.2235, -2.6325], [1.1797, -5.7789, -1.9815], [-2.2702, 4.8394, -2.5671], [-2.3250, 4.0398, -1.4545], [-3.2679, 4.7721, -3.0008], [-2.0509, 5.8838, -2.3453], [-1.6613, 4.4078, -3.3615], [-2.9794, 3.3441, -1.5508], [-3.6763, -3.8039, -0.5949], [-4.7192, -4.8075, -0.6425], [-4.0246, -2.8645, -1.0241], [-3.4395, -3.5580, 0.4402], [-2.7916, -4.1121, -1.1521], [-4.2553, -5.6336, -0.7969], [4.1914, 1.1406, 2.4444], [4.2027, 0.7333, 3.7687], [3.2019, 1.1570, 1.9875], [4.7165, 2.0916, 2.3550], [4.7239, 0.3765, 1.8782], [3.3138, 0.6201, 4.1132], [4.3482, 3.4281, -2.2806], [3.4897, 2.4807, -1.7061], [3.9886, 4.0172, -3.1243], [4.5765, 4.1397, -1.4871], [5.2767, 2.9816, -2.6364], [2.7394, 2.9420, -1.3241], [3.3688, -3.2562, 1.8577], [4.5792, -3.9906, 1.8718], [3.3565, -2.3947, 2.5254], [3.2022, -2.8702, 0.8521], [2.5189, -3.9189, 2.0210], [4.6675, -4.4070, 2.7324], [-1.5433, -3.9968, 3.8793], [-1.1465, -5.2215, 4.5495], [-2.5836, -3.8026, 4.1402], [-0.8923, -3.1324, 4.0101], [-1.4388, -4.3151, 2.8420], [-1.8885, -5.8301, 4.5749]],
  "gap_ev": 8.02,
  "lumo_energy_ha": 0.0630,
  "energy_ha": -3232.5863,
  "max_force_ev_per_a": 4.39,
  "e_homo_ev": -6.30,
  "total_charge": -1,
  "multiplicity": 1
}

Entry 2:
{
  "formula": "C24H66ClN4O15",
  "method": "ωB97M-V with the def2-TZVPD basis set",
  "elements": ["Cl", "O", "O", "O", "O", "O", "H", "H", "O", "H", "H", "O", "H", "H", "C", "O", "C", "C", "N", "C", "C", "O", "C", "H", "H", "H", "H", "H", "H", "H", "H", "H", "H", "H", "H", "H", "H", "H", "C", "O", "C", "C", "N", "C", "C", "O", "C", "H", "H", "H", "H", "H", "H", "H", "H", "H", "H", "H", "H", "H", "H", "H", "C", "O", "C", "C", "N", "C", "C", "O", "C", "H", "H", "H", "H", "H", "H", "H", "H", "H", "H", "H", "H", "H", "H", "H", "C", "O", "C", "C", "N", "C", "C", "O", "C", "H", "H", "H", "H", "H", "H", "H", "H", "H", "H", "H", "H", "H", "H", "H"],
  "coordinates": [[-0.1730, 2.3606, -0.2488], [-1.0367, 3.1275, -1.1540], [-0.2722, 2.9561, 1.0454], [-0.4370, 0.9482, -0.3077], [1.1883, 2.5818, -0.7141], [-1.5995, 5.9214, -0.4231], [-2.4243, 6.4009, -0.5538], [-1.7284, 5.0695, -0.8816], [3.4709, 3.9122, 0.6519], [3.7160, 3.7098, 1.5607], [3.1104, 3.0843, 0.3002], [1.3629, 5.5397, -0.5650], [0.6646, 6.2047, -0.5599], [0.9078, 4.7123, -0.3751], [2.5644, 5.5698, -7.1369], [2.0311, 5.2557, -5.8918], [0.9000, 4.4341, -6.0227], [0.3421, 4.1746, -4.6384], [1.2920, 3.5373, -3.7390], [1.6730, 2.1952, -4.1656], [0.5230, 1.2124, -4.1425], [0.9721, -0.1530, -4.1941], [0.0602, -0.9683, -3.5065], [1.8550, 6.0746, -7.8014], [2.9483, 4.6803, -7.6533], [3.4346, 6.2158, -7.0188], [1.0408, 3.4985, -6.5843], [0.1263, 4.9073, -6.6522], [-0.6303, 3.6602, -4.7845], [-0.0305, 5.0864, -4.1613], [0.7778, 3.3356, -2.8798], [2.4431, 1.8187, -3.4874], [2.1794, 2.2243, -5.1349], [-0.1771, 1.2348, -4.9866], [-0.0123, 1.3885, -3.2012], [0.4370, -1.9739, -3.2942], [-0.8197, -1.1434, -4.1299], [-0.1093, -0.5535, -2.5082], [-2.5993, -2.9169, 11.6057], [-3.2496, -2.6689, 10.3777], [-2.3542, -2.0227, 9.4999], [-2.8229, -2.1068, 8.0445], [-1.8357, -1.4355, 7.1921], [-2.1372, -1.5892, 5.7629], [-1.1567, -0.7308, 4.9645], [-1.5106, -0.6921, 3.6083], [-0.9308, 0.4087, 2.9107], [-3.2872, -3.1828, 12.4081], [-2.1684, -1.9715, 11.9765], [-1.8098, -3.6637, 11.4916], [-1.3140, -2.3517, 9.5702], [-2.4394, -0.9588, 9.7558], [-3.7875, -1.6073, 7.9872], [-2.8568, -3.1879, 7.8346], [-1.0375, -2.0477, 7.3542], [-3.1740, -1.4502, 5.4497], [-1.9588, -2.6551, 5.5348], [-0.2173, -1.3071, 5.0525], [-0.9211, 0.2140, 5.4580], [0.1308, 0.2326, 2.7117], [-1.1712, 1.3996, 3.3011], [-1.4275, 0.3915, 1.9339], [2.0272, -4.5010, 0.0884], [2.3611, -3.1350, 0.2293], [1.5640, -2.3101, -0.6170], [2.2495, -0.9242, -0.6828], [3.7139, -1.0166, -0.7046], [4.1457, -1.6123, -1.9828], [5.6117, -1.2895, -2.2743], [5.6674, -0.1197, -3.0573], [6.8706, 0.0960, -3.7160], [0.9392, -4.6709, 0.0497], [2.3427, -5.0458, 0.9811], [2.4539, -4.9149, -0.8348], [0.5577, -2.3188, -0.1891], [1.5029, -2.6708, -1.6497], [1.8749, -0.2716, 0.1108], [1.9215, -0.3527, -1.5538], [3.9062, -1.6597, 0.0549], [3.5008, -1.3048, -2.8016], [4.1062, -2.7088, -1.8726], [5.9962, -2.1557, -2.8422], [6.2064, -1.1981, -1.3574], [7.0617, -0.6285, -4.5191], [7.7396, 0.0808, -3.0471], [6.8242, 1.0767, -4.1864], [-2.8335, -5.0256, 0.7903], [-1.7563, -4.1668, 0.6404], [-1.8383, -2.9333, 1.3426], [-2.9406, -2.0281, 0.8194], [-2.6700, -1.4451, -0.4880], [-3.6026, -0.3911, -0.8148], [-3.1722, 0.4000, -2.0316], [-3.1730, -0.3523, -3.2340], [-4.4607, -0.5304, -3.7913], [-3.0283, -5.2502, 1.8464], [-2.6710, -5.9533, 0.2454], [-3.7476, -4.6019, 0.3527], [-0.8542, -2.4779, 1.2996], [-2.1036, -3.1453, 2.3859], [-2.8812, -1.1872, 1.5363], [-3.9361, -2.4517, 0.9323], [-1.7003, -1.1633, -0.5296], [-3.5949, 0.3275, 0.0260], [-4.6288, -0.7526, -0.9130], [-2.1134, 0.6413, -1.9147], [-3.6677, 1.3717, -2.1122], [-4.9628, 0.4359, -3.9223], [-5.0773, -1.1694, -3.1561], [-4.2650, -0.9354, -4.7813]],
  "gap_ev": 7.93,
  "lumo_energy_ha": 0.0781,
  "energy_ha": -2761.4265,
  "max_force_ev_per_a": 3.10,
  "e_homo_ev": -5.80,
  "total_charge": -1,
  "multiplicity": 1
}